(1)
Computed, not measured: a structure of composition C44H33N4O5STeTi, with wB97M-V/def2-TZVPD.

Last column: Löwdin charge in e.
CARTESIAN COORDINATES (ANGSTROEM)
1 Ti -0.297 -0.214 -0.209  1.128
2 C -7.097 -1.244 1.242  -0.031
3 C -5.653 -1.267 0.817  -0.226
4 C -4.968 -2.472 0.669  0.069
5 C -3.639 -2.534 0.272  -0.037
6 C -3.030 -3.898 0.033  -0.282
7 O -3.760 -4.829 -0.211  0.138
8 C -1.542 -4.054 0.078  -0.160
9 C -0.788 -3.550 1.132  -0.057
10 C 0.596 -3.626 1.097  -0.072
11 C 1.229 -4.214 0.002  -0.065
12 C 0.477 -4.750 -1.031  -0.059
13 C -0.910 -4.680 -0.989  -0.005
14 C -2.977 -1.333 0.012  -0.227
15 O -1.708 -1.319 -0.386  -0.189
16 C -3.640 -0.095 0.110  -0.059
17 C -4.981 -0.094 0.525  0.055
18 C -2.971 1.151 -0.257  -0.125
19 N -1.697 1.257 -0.524  0.015
20 C -1.116 2.551 -0.946  -0.283
21 C -0.235 2.368 -2.170  -0.510
22 Te 0.596 4.255 -2.776  1.310
23 C -1.311 5.131 -3.025  -0.574
24 C -1.842 5.964 -2.044  -0.150
25 C -3.100 6.526 -2.215  -0.087
26 C -3.833 6.254 -3.361  -0.088
27 C -3.308 5.424 -4.340  -0.078
28 C -2.047 4.866 -4.177  -0.141
29 C -3.832 2.369 -0.313  -0.231
30 C -4.627 2.607 -1.428  -0.015
31 C -5.443 3.728 -1.461  -0.059
32 C -5.478 4.595 -0.379  -0.070
33 C -4.681 4.356 0.732  -0.053
34 C -3.849 3.248 0.765  -0.022
35 H -7.361 -2.150 1.784  0.085
36 H -7.753 -1.174 0.373  0.093
37 H -7.304 -0.389 1.884  0.085
38 H -5.478 -3.411 0.852  0.139
39 H -1.290 -3.098 1.979  0.111
40 H 1.190 -3.242 1.918  0.106
41 H 2.310 -4.261 -0.030  0.114
42 H 0.967 -5.226 -1.869  0.113
43 H -1.509 -5.097 -1.789  0.127
44 H -5.506 0.848 0.623  0.132
45 H -0.521 2.937 -0.115  0.104
46 H -1.907 3.268 -1.161  0.093
47 H -0.796 1.945 -3.003  0.065
48 H 0.627 1.728 -1.971  0.016
49 H -1.270 6.182 -1.151  0.093
50 H -3.504 7.178 -1.452  0.109
51 H -4.809 6.701 -3.498  0.110
52 H -3.870 5.224 -5.243  0.109
53 H -1.627 4.242 -4.956  0.095
54 H -4.609 1.919 -2.264  0.132
55 H -6.052 3.922 -2.334  0.115
56 H -6.124 5.462 -0.403  0.114
57 H -4.709 5.032 1.576  0.113
58 H -3.227 3.055 1.631  0.129
59 O 2.452 -0.175 4.424  -0.310
60 S 3.302 0.201 3.310  0.688
61 O 4.626 -0.315 3.260  -0.242
62 N 2.442 -0.150 1.935  0.015
63 C 1.988 0.940 1.416  -0.471
64 O 1.106 0.931 0.456  -0.172
65 C 2.470 2.217 1.994  -0.134
66 C 2.247 3.514 1.570  0.010
67 C 2.840 4.541 2.296  -0.040
68 C 3.626 4.272 3.412  -0.038
69 C 3.849 2.965 3.837  -0.009
70 C 3.258 1.962 3.104  -0.205
71 H 1.654 3.725 0.689  0.097
72 H 2.696 5.567 1.984  0.115
73 H 4.078 5.092 3.954  0.117
74 H 4.468 2.749 4.697  0.131
75 N -0.058 -0.533 3.297  0.199
76 C -0.556 -0.464 2.262  0.029
77 H 0.655 -0.475 4.035  0.081
78 N 3.403 -2.961 -5.990  0.182
79 C 2.838 -2.530 -5.088  -0.168
80 C 2.126 -1.991 -3.961  -0.209
81 C 2.836 -1.428 -2.901  -0.005
82 C 2.149 -0.907 -1.819  -0.073
83 C 0.751 -0.955 -1.779  -0.217
84 C 0.053 -1.541 -2.841  -0.081
85 C 0.735 -2.045 -3.935  -0.010
86 H 3.917 -1.403 -2.934  0.129
87 H 2.711 -0.476 -0.999  0.100
88 H -1.027 -1.618 -2.813  0.106
89 H 0.202 -2.494 -4.762  0.128

## Properties
Charge ... +1
Highest occupied orbital energy ... -10.7893 eV
Kohn-Sham gap ... 6.27 eV
ΔE to the lowest compared entry with this formula, charge and spin ... 48.6 kJ/mol

***

(2)
Computed, not measured: a structure of composition C44H33O5P2PdS2, with wB97M-V/def2-TZVPD.

Last column: natural (NBO) charge in e.
CARTESIAN COORDINATES (ANGSTROEM)
1 Pd 0.023 0.659 0.153  0.833
2 O -1.726 -3.096 -0.122  -0.974
3 S -1.754 -1.608 -0.063  1.299
4 C -2.636 -1.144 -1.585  -0.205
5 C -3.727 -1.937 -1.924  -0.185
6 C -4.367 -1.771 -3.139  -0.205
7 C -3.883 -0.848 -4.052  -0.222
8 C -2.750 -0.119 -3.746  -0.133
9 C -2.108 -0.246 -2.514  -0.319
10 P -0.535 0.651 -2.242  0.991
11 C -0.784 2.334 -2.853  -0.387
12 C 0.355 3.109 -3.074  -0.184
13 C 0.233 4.449 -3.395  -0.215
14 C -1.025 5.035 -3.467  -0.208
15 C -2.156 4.279 -3.207  -0.204
16 C -2.037 2.931 -2.899  -0.119
17 C 0.543 -0.177 -3.460  -0.372
18 C 1.089 -1.396 -3.062  -0.175
19 C 1.937 -2.095 -3.906  -0.210
20 C 2.262 -1.574 -5.152  -0.212
21 C 1.730 -0.356 -5.551  -0.239
22 C 0.873 0.340 -4.708  -0.143
23 C -2.857 -1.176 1.316  -0.220
24 C -4.100 -1.793 1.372  -0.190
25 C -4.946 -1.571 2.446  -0.217
26 C -4.533 -0.746 3.480  -0.211
27 C -3.266 -0.187 3.453  -0.132
28 C -2.400 -0.406 2.387  -0.309
29 P -0.679 0.223 2.473  0.967
30 C 0.177 -1.406 2.748  -0.382
31 C 1.574 -1.374 2.685  -0.196
32 C 2.326 -2.523 2.850  -0.214
33 C 1.697 -3.742 3.077  -0.219
34 C 0.315 -3.792 3.143  -0.220
35 C -0.437 -2.632 2.985  -0.154
36 C -0.421 0.918 4.175  -0.327
37 C -0.043 0.078 5.223  -0.194
38 C 0.189 0.577 6.497  -0.230
39 C 0.058 1.934 6.748  -0.210
40 C -0.310 2.780 5.712  -0.210
41 C -0.549 2.283 4.439  -0.183
42 H -4.045 -2.726 -1.264  0.222
43 H -5.226 -2.386 -3.380  0.210
44 H -4.366 -0.722 -5.013  0.210
45 H -2.339 0.562 -4.483  0.211
46 H 1.341 2.672 -2.963  0.224
47 H 1.122 5.044 -3.558  0.207
48 H -1.119 6.090 -3.694  0.204
49 H -3.135 4.740 -3.205  0.211
50 H -2.920 2.365 -2.634  0.225
51 H 0.873 -1.798 -2.077  0.233
52 H 2.358 -3.037 -3.580  0.216
53 H 2.935 -2.112 -5.806  0.207
54 H 1.982 0.058 -6.519  0.207
55 H 0.463 1.290 -5.028  0.214
56 H -4.404 -2.475 0.596  0.214
57 H -5.919 -2.044 2.474  0.208
58 H -5.186 -0.550 4.321  0.209
59 H -2.938 0.434 4.276  0.220
60 H 2.080 -0.440 2.473  0.238
61 H 3.405 -2.470 2.776  0.210
62 H 2.282 -4.646 3.189  0.203
63 H -0.192 -4.734 3.308  0.204
64 H -1.513 -2.706 3.055  0.207
65 H 0.069 -0.986 5.063  0.225
66 H 0.478 -0.104 7.288  0.205
67 H 0.244 2.328 7.739  0.203
68 H -0.413 3.844 5.886  0.208
69 H -0.838 2.951 3.642  0.276
70 C 2.065 0.405 -0.079  -0.364
71 C 3.240 0.126 -0.227  -0.156
72 C 4.606 -0.211 -0.488  -0.123
73 C 5.536 -0.360 0.544  -0.151
74 C 6.852 -0.700 0.274  -0.233
75 C 7.273 -0.901 -1.034  -0.245
76 C 6.359 -0.756 -2.070  -0.205
77 C 5.043 -0.416 -1.802  -0.203
78 H 5.211 -0.201 1.565  0.206
79 H 7.554 -0.808 1.092  0.203
80 H 8.301 -1.166 -1.244  0.201
81 H 6.671 -0.910 -3.096  0.202
82 H 4.326 -0.311 -2.607  0.220
83 O -0.487 2.873 0.221  -1.000
84 S -1.933 2.638 0.622  2.592
85 O -2.810 3.720 0.256  -0.987
86 O -2.272 1.352 -0.118  -1.084
87 O -1.967 2.322 2.067  -1.063

## Properties
Charge ... -1
Highest occupied orbital energy (spin up / spin down) ... -4.2030 / -5.3755 eV
Multiplicity ... 3
Kohn-Sham gap (spin up / spin down) ... 6.70 / 7.14 eV